Density functional theory data (the ωB97M-V functional and the def2-TZVPD basis) for a cluster of 6 separate species, C15H33N3O12 in total.

Geometry as XYZ:
```
63
Properties=species:S:1:pos:R:3:mulliken_charge:R:1
C 6.72308 3.83721 1.82041 -0.732
N 5.35305 4.42130 1.70747 0.853
O 4.46182 3.89650 2.34401 -0.489
O 5.22838 5.38561 0.98775 -0.533
H 7.34568 4.56922 2.32778 0.308
H 7.08639 3.69842 0.80833 0.286
H 6.65120 2.93391 2.40940 0.312
C -0.19444 -3.59719 1.64718 -0.637
N 1.20578 -3.27779 2.02992 0.926
O 1.73255 -2.35295 1.45126 -0.512
O 1.72284 -3.96494 2.88478 -0.573
H -0.75973 -3.75245 2.55582 0.322
H -0.17383 -4.41596 0.93513 0.307
H -0.57548 -2.73498 1.09647 0.099
C 0.55481 -1.16036 -3.37363 -0.260
N 0.50203 -2.64551 -3.24397 0.913
O 0.24046 -3.09867 -2.14320 -0.524
O 0.70041 -3.30156 -4.23912 -0.582
H 1.25864 -0.75062 -2.66206 -0.002
H -0.46334 -0.79810 -3.34803 0.046
H 0.97804 -0.96451 -4.35919 0.356
C 0.85987 2.60071 -3.24414 -0.935
C -0.43698 2.94517 -2.52364 -0.345
O -1.29082 1.81134 -2.42238 -0.167
C -2.35201 1.72154 -3.22921 0.771
C -3.33071 0.69279 -2.78001 -0.874
O -2.48504 2.35962 -4.24817 -0.602
H 0.56705 2.39961 -4.28193 0.339
H 1.37390 1.71194 -2.88644 0.026
H 1.53146 3.45752 -3.25930 0.393
H -0.26103 3.28137 -1.49928 0.311
H -0.94049 3.75746 -3.04707 0.417
H -4.23597 0.86480 -3.35110 0.361
H -3.53185 0.70546 -1.71295 0.101
H -2.90798 -0.28512 -3.02253 0.249
C 4.28710 0.71544 0.42559 -1.427
C 2.94245 0.20485 -0.03455 0.265
O 1.95764 0.69357 0.89643 -0.246
C 0.66825 0.48929 0.62023 0.864
C -0.20960 1.21895 1.60333 -1.282
O 0.24343 -0.14245 -0.30486 -0.380
H 4.22590 1.78071 0.62649 0.245
H 4.97923 0.54337 -0.40608 0.421
H 4.65468 0.12283 1.25830 0.385
H 2.66240 0.57985 -1.02284 -0.044
H 2.90462 -0.88332 -0.06640 0.265
H -0.03509 2.29418 1.50677 0.373
H -0.01825 0.96986 2.64466 0.399
H -1.24807 1.03339 1.34670 0.233
C -2.96190 -0.85956 2.97070 -0.929
C -4.13550 -0.66723 2.03922 -0.084
O -4.58401 -1.88846 1.43294 -0.326
C -4.96499 -2.89460 2.22616 0.769
C -5.30909 -4.12976 1.43678 -1.081
O -5.06738 -2.80828 3.41810 -0.538
H -2.29823 -0.00603 3.04817 0.356
H -2.40208 -1.74114 2.65040 0.063
H -3.30669 -1.08792 3.97798 0.403
H -4.97699 -0.22307 2.57663 0.300
H -3.86906 -0.02311 1.20623 0.132
H -6.33635 -3.99902 1.08946 0.278
H -5.28003 -4.96820 2.12467 0.347
H -4.66014 -4.27499 0.58043 0.313
```

Values from the calculation:
orbital gap	10.6	eV
SMILES	C[N+](=O)[O-].C[N+](=O)[O-].C[N+](=O)[O-].CCOC(C)=O.CCOC(C)=O.CCOC(C)=O
relative energy (zero: lowest compared OMol25 entry of this formula, charge and spin)	0.0	kcal per mole

=====

Density functional theory data (the ωB97M-V functional and the def2-TZVPD basis) for a structure of composition C15H33N8O3RuS2.

Geometry as XYZ:
```
62
Properties=species:S:1:pos:R:3:mulliken_charge:R:1
Ru -0.01216 0.12790 0.17857 1.005
N 1.90864 -0.16396 1.09035 -0.355
C 2.01397 0.94003 2.09260 -0.870
C 0.82860 1.89222 1.97776 0.705
O 0.37681 2.46896 2.92955 -0.597
N 0.33241 1.96906 0.66171 0.104
C -0.73999 2.89227 0.37518 -0.519
C -2.04181 2.03139 0.39907 0.455
O -3.01869 2.38799 0.99087 -0.576
O -1.86305 0.89955 -0.25591 -0.745
H 2.02653 -1.06107 1.55034 0.315
H 2.65397 -0.08541 0.40656 0.115
H 2.93012 1.51530 1.95587 0.380
H 2.02465 0.54603 3.10629 0.377
H -0.66348 3.25567 -0.65245 0.300
H -0.81088 3.71238 1.08274 0.405
C -2.17757 -4.82560 -0.59688 -0.825
N -2.73937 -3.51130 -0.92366 0.148
C -3.99623 -3.31351 -1.45218 -0.293
C -4.17789 -1.97787 -1.57619 -0.645
N -3.02862 -1.38156 -1.12100 0.269
C -2.15630 -2.31707 -0.73170 0.410
S -0.51334 -2.09627 -0.19407 -0.463
H -2.58435 -5.17737 0.34897 0.339
H -1.09764 -4.75561 -0.52077 0.314
H -2.44662 -5.52974 -1.37892 0.351
H -4.64993 -4.13046 -1.70513 0.497
H -5.01687 -1.41681 -1.94862 0.482
H -2.83765 -0.37896 -1.05637 0.205
N -3.22639 1.17829 5.32937 -0.268
C -2.36640 0.15724 4.62788 -0.775
C -2.01901 0.65287 3.22402 -0.963
N -1.18491 -0.29935 2.46214 -0.348
H -3.42185 0.90614 6.29672 0.380
H -4.12426 1.30392 4.85350 0.373
H -2.76264 2.09140 5.35189 0.357
H -2.90425 -0.78915 4.60882 0.387
H -1.46535 0.02654 5.22659 0.449
H -1.47359 1.59061 3.30419 0.419
H -2.92578 0.84536 2.65174 0.479
H -1.70196 -1.14846 2.25549 0.406
H -0.37872 -0.57029 3.02033 0.217
C 4.58168 -0.43622 -2.51911 -1.226
N 3.11547 -0.53514 -2.48470 0.132
C 2.63146 -1.90599 -2.30572 -0.960
C 2.30932 0.52233 -2.56609 0.788
S 0.61524 0.41518 -2.07106 -0.340
N 2.70864 1.67181 -3.09353 -0.010
C 2.02522 2.94652 -2.84351 -0.850
C 3.67903 1.74973 -4.20086 -1.162
H 4.97794 -1.09820 -1.74996 0.403
H 4.90956 0.57558 -2.30522 0.417
H 4.99024 -0.76472 -3.47370 0.388
H 2.97361 -2.51695 -3.14125 0.387
H 1.54838 -1.93381 -2.26432 0.222
H 3.04576 -2.32806 -1.38861 0.339
H 1.50470 2.92356 -1.89243 0.088
H 1.31196 3.16620 -3.63807 0.372
H 2.77756 3.73305 -2.82502 0.438
H 3.87847 0.76866 -4.61550 0.396
H 4.60909 2.21872 -3.88368 0.381
H 3.23849 2.36643 -4.98293 0.395
```

Values from the calculation:
charge	+3
orbital gap (spin up / spin down)	5.7 / 5.6	eV

=====

Density functional theory data (the ωB97M-V functional and the def2-TZVPD basis) for a structure of composition C15H34ErNO2P2Si.

Geometry as XYZ:
```
56
Properties=species:S:1:pos:R:3:lowdin_spin:R:1
Er -0.00116 -0.28106 0.08259 3.028
P 0.05671 1.22979 2.30497 -0.004
C 0.26558 2.84392 1.40008 0.000
C 1.02701 2.74723 0.08496 0.000
N 1.01386 1.60194 -0.66186 -0.005
C 1.69908 1.56059 -1.84318 0.001
C 2.41621 2.65056 -2.28024 0.000
C 2.40928 3.82574 -1.54724 0.000
C 1.69784 3.86270 -0.35843 0.000
C 1.72234 0.30226 -2.71041 0.001
P 0.25156 -0.83419 -2.52415 -0.004
H 1.69526 4.74953 0.26906 0.000
H 2.95614 2.56909 -3.21869 0.000
H 2.95928 4.68928 -1.88971 0.000
H 1.76144 0.64154 -3.76573 0.000
H 2.67193 -0.24627 -2.51411 0.000
H -0.73869 3.29942 1.21099 0.000
H 0.81813 3.55605 2.04334 0.000
H -4.38887 1.72183 -1.42696 0.000
O -4.12364 2.62486 -1.10526 0.000
H -4.64444 3.22718 -1.66658 0.000
H -3.77074 -1.83058 -2.66605 0.000
O -4.47526 -1.29564 -3.09880 0.000
H -5.06051 -1.95616 -3.51415 0.000
C -0.89386 -0.16120 -3.78211 -0.001
H -0.51729 -0.22954 -4.80690 0.000
H -1.82256 -0.73825 -3.70281 0.000
H -1.10496 0.89534 -3.56343 0.000
C 0.86540 -2.45192 -3.11726 -0.001
H 0.01478 -3.13698 -3.00217 0.000
H 1.18226 -2.44648 -4.16607 0.000
H 1.70325 -2.79359 -2.49176 0.000
C 1.59929 1.16508 3.31521 0.000
H 1.67975 2.01213 4.01293 0.000
H 1.54503 0.22617 3.88702 0.000
H 2.49052 1.15312 2.66415 0.000
C -1.31344 1.57082 3.46073 -0.001
H -1.48532 0.62106 3.97957 0.000
H -1.10405 2.35046 4.19866 0.000
H -2.20576 1.85485 2.88728 0.000
C 0.32978 -2.56071 3.04448 0.000
Si 1.18918 -2.93440 1.40532 -0.001
C 2.55074 -4.18508 1.76370 -0.001
C -0.11135 -3.75752 0.30256 0.000
C 1.85902 -1.41023 0.56755 -0.012
H -0.05502 -3.51384 3.43773 0.000
H -0.52038 -1.86391 2.99542 0.000
H 1.04318 -2.16752 3.77980 0.000
H 2.18498 -5.10718 2.23916 0.000
H 3.07093 -4.47229 0.83933 0.000
H 3.30561 -3.74583 2.43139 0.000
H -0.99944 -3.16214 0.03329 0.000
H 0.33467 -4.13202 -0.62754 0.000
H -0.47080 -4.62475 0.87511 0.000
H 2.53825 -0.83666 1.21209 0.000
H 2.50430 -1.67722 -0.28015 -0.001
```

Values from the calculation:
charge	+2
orbital gap (spin up / spin down)	8.2 / 8.3	eV
spin multiplicity	4

=====

Density functional theory data (the ωB97M-V functional and the def2-TZVPD basis) for a cluster of 2 separate species, C15H34F2NO7PS in total.

Geometry as XYZ:
```
61
Properties=species:S:1:pos:R:3:mulliken_charge:R:1
C 1.33351 4.33770 3.10287 -0.739
C 2.83128 3.60789 3.01664 -0.526
C 2.67880 2.25207 2.04881 -0.040
F 2.00353 2.71773 0.81686 -0.283
N 1.90746 1.24721 2.87167 0.193
C 1.08470 0.29448 2.03696 -0.673
C -0.50801 0.64034 2.32212 -0.373
C -1.22367 1.53920 1.15272 0.050
C -2.72222 2.09396 1.51897 -0.560
C -3.68344 1.02399 2.31232 -0.412
O -3.89860 1.58204 3.67135 -0.313
C -5.33301 1.69034 3.98107 -0.622
S 3.01223 0.18075 3.77463 1.038
O 3.83213 -0.75785 2.82306 -0.518
O 2.23768 -0.64793 4.87282 -0.526
F 4.20269 1.08531 4.66107 -0.291
H 1.48595 5.28398 3.80583 0.339
H 0.62502 3.52007 3.58535 0.145
H 0.92627 4.67990 2.06037 0.210
H 3.10449 3.33628 4.13168 0.259
H 3.65987 4.32366 2.57081 0.353
H 3.75419 1.79190 1.86856 0.372
H 1.24582 -0.80867 2.46439 0.552
H 1.37048 0.24107 0.90430 0.064
H -0.52446 1.27559 3.33240 0.103
H -1.08901 -0.36327 2.58716 0.238
H -1.16917 0.91243 0.15408 0.057
H -0.53899 2.50683 1.01247 0.027
H -2.72018 3.12669 2.11495 0.257
H -3.26916 2.32416 0.48325 0.318
H -4.70032 0.92546 1.69579 0.342
H -3.25153 -0.06084 2.39106 0.243
H -5.69990 0.65992 4.45209 0.226
H -5.43969 2.53976 4.79885 0.218
H -5.99721 2.03195 3.06466 0.284
C -0.08818 -5.62976 -2.73041 -0.969
C 0.72965 -4.67152 -1.88712 -0.296
O 1.19215 -3.58257 -2.66402 -0.340
P 0.10831 -2.39338 -3.05714 1.015
O 0.17047 -1.70347 -1.67245 -0.635
O 1.20737 -1.36692 -3.77546 -0.381
C 1.25592 -0.00089 -3.39255 -0.331
C 2.40089 0.23265 -2.42114 -1.189
O 0.03885 -3.16427 -4.60434 -0.246
C -1.04258 -2.76134 -5.42967 -0.354
C -0.81602 -1.38683 -6.02887 -0.931
H -1.02362 -5.16225 -3.05284 0.225
H -0.33600 -6.52830 -2.16056 0.413
H 0.45779 -5.91755 -3.63408 0.230
H 0.15063 -4.30813 -1.03283 0.237
H 1.61096 -5.18923 -1.49722 0.344
H 0.29844 0.32825 -2.97372 0.363
H 1.42424 0.59083 -4.29851 0.375
H 2.34580 -0.43496 -1.55603 0.223
H 2.40252 1.26645 -2.06437 0.368
H 3.36107 0.02932 -2.90994 0.352
H -1.97303 -2.78851 -4.85331 0.308
H -1.12665 -3.49873 -6.23424 0.351
H -0.90429 -0.61219 -5.26330 0.201
H -1.55787 -1.17422 -6.80503 0.417
H 0.18565 -1.30658 -6.46279 0.243
```

Values from the calculation:
orbital gap	7.6	eV
SMILES	CC[C@H](F)N(CCCCCOC)S(=O)(=O)F.CCOP(=O)(OCC)OCC
relative energy (zero: lowest compared OMol25 entry of this formula, charge and spin)	184.0	kcal per mole

=====

Summary of max |F| in Eh/bohr
0.028 0.035 0.043 0.196
(order as listed above)
Summary of total energy in Eh
-1658.227926 -2145.525016 -2783.944502 -2112.312613
(order as listed above)